Record 1
Computed, not measured: a 4-piece molecular cluster, C23H54BBrN3O3 overall, with wB97M-V/def2-TZVPD.

Output
F_max ... 2.33 eV/Å
Energy ... -3897.63365 hartree
LUMO ... 2.25 eV
E_HOMO ... -4.4 eV
Total charge ... -1
Energy relative to the best compared isomer or geometry (same formula, charge and spin) ... 0.0 kcal/mol

Cartesian coordinates (Å):
C -0.0645 -0.1288 -6.8605
C -0.2031 -0.4375 -5.3707
O -1.5683 -0.8484 -5.1788
B -2.2735 0.4527 -4.9758
O -1.3544 1.1736 -3.9980
C -0.0930 0.7405 -4.3592
C 0.9309 1.8341 -4.7321
C 0.3088 3.0193 -5.3925
O -0.1693 3.0974 -6.4849
Br 0.3436 4.6909 -4.2819
H -0.9081 -0.5381 -7.3855
H -0.0054 0.9267 -7.0798
H 0.8331 -0.5793 -7.2845
H 0.4306 -1.2526 -5.0396
H -3.3977 0.2147 -4.5646
H -2.2496 1.1520 -5.9982
H 0.3240 0.2727 -3.4591
H 1.4283 2.1640 -3.8352
H 1.6595 1.4114 -5.4106
C -0.5975 -3.2441 -2.7940
C -0.6296 -3.7980 -1.3787
N -0.0687 -2.8826 -0.4038
C 0.1508 -3.4789 0.8969
C -1.0683 -3.9612 1.6965
C -0.6645 -1.5548 -0.4084
C -2.1765 -1.4556 -0.1693
H 0.4195 -2.9805 -3.0886
H -0.9644 -3.9988 -3.4905
H -1.2288 -2.3642 -2.9190
H -0.0428 -4.7220 -1.3524
H -1.6662 -4.0833 -1.1347
H 0.7135 -2.7682 1.5106
H 0.8217 -4.3335 0.7547
H -1.6249 -3.1327 2.1314
H -0.7358 -4.5939 2.5241
H -1.7500 -4.5534 1.0862
H -0.4434 -1.0888 -1.3708
H -0.1368 -0.9403 0.3271
H -2.7291 -2.2112 -0.7280
H -2.5363 -0.4844 -0.5055
H -2.4353 -1.5500 0.8861
C 5.8069 -0.5896 6.0151
C 5.3271 -1.6907 5.0818
N 3.8865 -1.8454 5.0723
C 3.4429 -3.0531 4.3983
C 3.7109 -3.1836 2.8942
C 3.1276 -0.6420 4.7755
C 3.3917 0.0693 3.4411
H 5.4392 -0.7514 7.0292
H 6.8973 -0.5838 6.0454
H 5.4869 0.3988 5.6846
H 5.7574 -2.6366 5.4218
H 5.7403 -1.5055 4.0772
H 2.3708 -3.1698 4.5783
H 3.9156 -3.9006 4.9056
H 3.0384 -2.5620 2.3063
H 3.5430 -4.2164 2.5823
H 4.7381 -2.9284 2.6325
H 3.3027 0.0723 5.5841
H 2.0656 -0.8875 4.8483
H 4.4568 0.1424 3.2174
H 2.9984 1.0867 3.4843
H 2.9011 -0.4263 2.6053
C -4.4700 5.4264 1.4573
C -4.0981 4.4161 0.3813
N -2.6698 4.2572 0.2136
C -2.3103 3.5025 -0.9832
C -2.7211 2.0319 -1.0638
C -1.9331 3.9201 1.4153
C -2.3231 2.6392 2.1694
H -4.0039 6.3931 1.2607
H -5.5521 5.5669 1.4711
H -4.1735 5.0960 2.4539
H -4.5026 4.7684 -0.5706
H -4.6089 3.4640 0.6004
H -1.2287 3.5711 -1.1213
H -2.7404 4.0271 -1.8408
H -2.0954 1.4072 -0.4283
H -2.5927 1.6737 -2.0878
H -3.7656 1.8765 -0.7852
H -2.0154 4.7615 2.1101
H -0.8725 3.8757 1.1573
H -3.4047 2.5281 2.2581
H -1.9143 2.6707 3.1828
H -1.9279 1.7450 1.6906

Atomic forces in eV per Å
C 1.240 0.073 -0.020
C -2.308 0.134 -0.258
O 0.700 0.196 0.310
B -0.181 -0.140 -0.229
O -0.168 0.306 -0.416
C 0.561 -0.885 0.762
C -0.341 0.239 0.339
C -0.947 0.166 -1.965
O 0.792 0.083 1.710
Br 0.008 -0.152 0.028
H -0.404 -0.159 -0.086
H -0.144 0.231 -0.053
H 0.241 -0.134 -0.045
H 0.375 -0.192 -0.097
H -0.010 0.263 0.221
H -0.318 -0.194 -0.102
H 0.418 -0.016 0.138
H 0.203 0.152 0.209
H 0.267 -0.022 -0.309
C -0.088 -0.029 -0.021
C -0.068 -0.043 -0.181
N 0.142 0.032 0.118
C 0.080 -0.101 0.086
C 0.058 -0.004 0.132
C -0.086 0.238 -0.102
C -0.010 0.073 0.091
H 0.019 0.038 0.051
H -0.015 0.008 -0.028
H 0.013 -0.014 -0.108
H 0.032 0.013 0.135
H 0.009 -0.036 -0.030
H -0.042 0.074 -0.028
H -0.030 -0.017 -0.075
H -0.056 0.018 -0.061
H 0.014 0.000 -0.014
H -0.006 0.012 -0.036
H -0.025 -0.058 -0.023
H 0.026 -0.094 0.087
H 0.023 -0.016 -0.025
H -0.008 -0.123 -0.029
H -0.016 -0.081 -0.001
C 0.046 0.013 0.000
C 0.104 0.111 -0.027
N -0.100 -0.080 0.033
C -0.014 -0.207 -0.011
C -0.092 -0.057 -0.005
C -0.046 0.238 0.045
C -0.099 0.018 0.002
H -0.053 0.007 -0.006
H 0.010 -0.006 -0.002
H -0.004 0.002 0.001
H -0.053 -0.064 -0.057
H 0.032 -0.003 0.016
H -0.021 0.081 -0.002
H 0.072 0.053 0.028
H 0.052 0.046 -0.035
H -0.011 -0.002 0.005
H 0.013 0.024 0.023
H 0.063 -0.028 0.001
H 0.005 -0.107 -0.039
H 0.016 -0.012 0.021
H -0.008 0.000 0.009
H 0.068 -0.035 -0.028
C -0.052 0.000 0.012
C -0.093 -0.017 0.117
N 0.129 0.046 -0.083
C 0.005 -0.044 -0.243
C 0.022 0.035 -0.111
C 0.025 0.060 0.207
C 0.126 -0.021 0.066
H 0.054 -0.011 0.006
H -0.010 0.000 -0.006
H 0.005 0.005 0.004
H 0.043 -0.072 -0.065
H -0.037 0.019 -0.008
H 0.025 0.045 0.066
H -0.054 0.042 0.043
H -0.012 0.099 0.067
H 0.068 0.012 0.022
H -0.011 0.013 0.056
H -0.061 -0.003 -0.013
H -0.007 -0.051 -0.106
H -0.016 0.018 -0.022
H 0.002 0.016 -0.002
H -0.085 -0.023 -0.054

Quick look at the Mulliken charges, all values in e: C -1.466; C 0.445; O -0.844; B 1.132; O -0.646; C 0.614; C -1.122; C 0.513; O -0.462; Br -0.310; H 0.396; H 0.205; H 0.379; H 0.217; H -0.383; H -0.368; H -0.252; H 0.582; H 0.327; C -1.350; C -0.445; N 0.260; C -0.246; C -1.227; C 0.070; C -0.693; H 0.251; H 0.468; H 0.255; H 0.500; H 0.263; H -0.081; H 0.502; H 0.280; H 0.441; H 0.286; H -0.478; H 0.314; H 0.335; H 0.068; H 0.269; C -1.434; C -0.312; N 0.109; C -0.722; C -0.798; C -0.713; C -0.805; H 0.332; H 0.432; H 0.296; H 0.441; H 0.253; H 0.354; H 0.387; H 0.007; H 0.395; H 0.321; H 0.354; H 0.347; H 0.237; H 0.370; H 0.142; C -1.468; C -0.241; N 0.188; C -0.922; C -0.362; C -0.706; C -0.727; H 0.331; H 0.442; H 0.292; H 0.449; H 0.212; H 0.318; H 0.354; H -0.191; H 0.291; H 0.353; H 0.378; H 0.334; H 0.228; H 0.380; H 0.075

=====

Record 2
Computed, not measured: a 3-piece molecular cluster, C23H55BCl2NO10P2 overall, with wB97M-V/def2-TZVPD.

Output
F_max ... 8.65 eV/Å
Energy ... -3344.53033 hartree
LUMO ... -0.25 eV
E_HOMO ... -5.2 eV
Total charge ... -1
Energy relative to the best compared isomer or geometry (same formula, charge and spin) ... 108.9 kcal/mol

Cartesian coordinates (Å):
C 1.1561 -2.5534 -2.4641
C -0.1871 -3.3804 -2.7594
C -0.0566 -4.2643 -4.0745
C 0.2264 -5.7884 -3.7480
C -1.0749 -6.6794 -3.5425
C -1.7404 -6.5172 -2.1024
B -3.2618 -5.8505 -2.1397
Cl -4.3888 -7.2581 -2.7865
Cl -3.4017 -4.4668 -3.3671
O -3.6515 -5.5858 -0.7648
C -4.4233 -4.4193 -0.5351
C -5.9172 -4.4808 -1.0752
N -6.5049 -3.1183 -1.3059
C -6.6277 -2.8173 -2.7394
C -7.7423 -3.6636 -3.5174
C -6.9579 -4.5972 -4.5574
O -8.6233 -4.4054 -2.6570
H 1.0095 -1.9199 -1.5483
H 2.0240 -3.2565 -2.2691
H 1.4679 -1.9432 -3.3675
H -1.0375 -2.6489 -2.7734
H -0.2998 -4.0831 -1.8872
H 0.8686 -3.8794 -4.6183
H -0.9158 -4.1620 -4.7881
H 0.8984 -5.9028 -2.8396
H 0.7592 -6.2173 -4.6563
H -1.8174 -6.5793 -4.3939
H -0.7168 -7.7598 -3.6033
H -1.9056 -7.5661 -1.6932
H -1.0739 -5.9939 -1.3604
H -4.5341 -4.3464 0.5988
H -3.9054 -3.4434 -0.8065
H -6.0686 -5.1545 -1.9576
H -6.5449 -4.9222 -0.2346
H -7.3992 -3.0401 -0.8209
H -5.6462 -2.8889 -3.2778
H -6.9486 -1.7267 -2.8233
H -8.4017 -2.9784 -4.1381
H -7.6146 -5.3895 -5.0150
H -6.0630 -5.1031 -4.0964
H -6.5463 -3.9541 -5.3985
H -8.3530 -5.3345 -2.7432
O 3.8297 -1.6669 0.4436
P 3.8337 -0.2664 1.0565
O 5.2441 0.2328 0.3371
C 5.1791 0.6158 -1.0347
C 4.3789 1.8912 -1.2308
O 4.4276 -0.7615 2.5256
C 4.3828 -2.1184 2.9531
C 5.6544 -2.8481 2.5600
O 3.6819 1.3211 1.6645
C 4.0221 1.7179 2.9922
C 5.5190 1.8443 3.2070
H 4.7527 -0.2007 -1.6253
H 6.2051 0.7721 -1.3722
H 3.3276 1.7429 -0.9687
H 4.4248 2.2224 -2.2711
H 4.7602 2.6891 -0.5916
H 3.4901 -2.6218 2.5803
H 4.2978 -2.1095 4.0435
H 5.8904 -2.7274 1.5013
H 5.5691 -3.9150 2.7779
H 6.5058 -2.4481 3.1173
H 3.5547 1.0583 3.7233
H 3.5704 2.7027 3.1453
H 6.0646 0.9399 2.9382
H 5.7313 2.0654 4.2561
H 5.9293 2.6456 2.5890
O 2.3577 6.5301 4.3052
P 0.9146 6.6863 3.8212
O 1.1195 6.1415 2.2678
C 1.2236 4.7317 2.0753
C -0.0836 4.0225 2.3787
O 1.0224 8.3264 3.5849
C 2.0733 9.1138 4.1322
C 3.2274 9.2263 3.1526
O -0.7672 6.7779 3.5506
C -1.4786 7.9809 3.2611
C -1.2828 8.4506 1.8312
H 2.0305 4.3331 2.6973
H 1.4939 4.5678 1.0311
H -0.3438 4.1080 3.4378
H -0.0156 2.9605 2.1314
H -0.9036 4.4630 1.8099
H 2.3943 8.7278 5.1005
H 1.6644 10.1109 4.3192
H 3.5532 8.2524 2.7833
H 4.0805 9.7251 3.6180
H 2.9231 9.8060 2.2772
H -1.2375 8.7572 3.9873
H -2.5391 7.7543 3.4058
H -0.2331 8.5641 1.5609
H -1.7743 9.4152 1.6815
H -1.7044 7.7289 1.1289

Atomic forces in eV per Å
C -0.168 -0.743 -0.402
C 0.983 0.143 0.160
C 1.078 0.166 0.379
C -0.729 -0.206 -0.910
C 0.902 -0.761 0.716
C -0.416 -0.587 -0.639
B 1.487 -1.370 1.339
Cl -0.617 -0.400 -0.461
Cl -0.090 0.661 -0.231
O -0.536 1.567 -0.777
C -0.601 0.387 1.418
C -0.684 0.037 1.031
N 0.845 -0.788 -0.627
C -1.291 1.373 0.053
C 1.091 -0.313 -1.638
C -0.114 0.222 0.014
O 0.660 -0.130 -0.502
H 0.279 -0.411 -0.932
H -0.989 0.703 -0.109
H -0.513 -0.407 1.088
H 0.632 -0.901 -0.089
H -0.291 0.849 -0.832
H -1.069 -0.359 0.461
H 0.645 -0.137 0.871
H -0.695 0.225 -1.058
H -0.361 0.434 1.080
H 0.824 0.236 1.062
H -0.321 1.195 -0.076
H 0.250 1.246 -0.299
H -0.501 -0.353 -0.844
H 0.182 -0.065 -1.214
H -0.630 -1.201 -0.259
H 0.562 0.584 0.757
H 0.790 0.204 -1.016
H 0.315 -0.117 -0.573
H -0.838 -0.200 0.771
H 0.423 -1.136 0.129
H 0.706 -0.616 0.860
H 0.442 0.799 0.401
H -0.964 0.478 -0.315
H -0.540 -0.688 0.977
H -0.130 0.405 0.250
O -3.779 2.020 -0.907
P 7.896 -1.472 3.214
O -0.630 0.347 -0.609
C 0.031 0.060 -0.210
C -0.017 0.107 0.001
O -1.151 0.707 -0.050
C 0.142 -0.420 0.022
C 0.220 0.036 -0.026
O -2.246 -1.344 -1.668
C -0.290 0.093 0.883
C 0.296 -0.114 -0.342
H 0.035 -0.022 0.006
H 0.022 -0.088 0.150
H -0.022 -0.001 -0.060
H -0.014 -0.082 0.036
H 0.018 -0.043 -0.033
H 0.134 0.060 -0.170
H 0.014 0.220 -0.030
H -0.242 -0.034 0.008
H -0.009 0.049 0.012
H -0.068 -0.040 0.034
H 0.161 -0.087 -0.071
H -0.093 -0.059 -0.285
H -0.208 -0.042 0.075
H -0.135 0.072 -0.049
H -0.082 0.073 0.079
O -2.798 -2.309 2.338
P 2.218 5.173 -6.148
O -0.343 -0.490 0.907
C -0.049 -0.364 -0.119
C -0.067 -0.033 -0.004
O -0.765 -0.526 0.688
C 0.387 0.155 -0.041
C 0.049 0.021 -0.204
O 1.558 -1.850 2.138
C -0.479 0.776 0.280
C 0.274 -0.230 -0.273
H 0.034 0.046 -0.040
H 0.052 0.187 0.041
H 0.007 -0.050 0.019
H 0.053 0.063 0.031
H 0.059 -0.025 -0.006
H 0.038 -0.143 -0.162
H -0.184 -0.084 -0.097
H -0.048 -0.035 0.235
H -0.045 0.003 -0.014
H 0.008 0.025 0.083
H 0.147 -0.024 -0.132
H 0.137 -0.303 0.091
H -0.044 0.045 0.216
H -0.076 -0.089 0.092
H -0.111 0.038 0.065

Quick look at the Mulliken charges, all values in e: C -1.252; C 0.063; C -0.563; C -0.774; C -0.440; C -0.862; B 0.784; Cl -0.425; Cl -0.421; O -0.623; C -0.805; C 0.287; N -0.375; C -0.548; C 0.184; C -1.068; O -0.597; H 0.329; H 0.250; H 0.342; H 0.269; H -0.007; H 0.403; H 0.259; H 0.259; H 0.361; H 0.277; H 0.244; H 0.281; H 0.296; H 0.241; H 0.223; H -0.250; H 0.337; H 0.303; H 0.127; H 0.320; H 0.340; H 0.360; H 0.195; H 0.294; H 0.380; O -0.713; P 1.133; O -0.344; C -0.341; C -0.968; O -0.497; C -0.372; C -1.127; O -0.204; C 0.165; C -1.157; H 0.276; H 0.303; H 0.238; H 0.441; H 0.207; H 0.359; H 0.349; H 0.298; H 0.374; H 0.308; H 0.289; H 0.050; H 0.259; H 0.399; H 0.309; O -0.757; P 1.233; O -0.390; C -0.299; C -1.063; O -0.432; C -0.360; C -1.091; O -0.370; C -0.159; C -1.030; H 0.279; H 0.301; H 0.266; H 0.406; H 0.262; H 0.351; H 0.343; H 0.290; H 0.373; H 0.285; H 0.259; H 0.353; H 0.243; H 0.365; H 0.313

=====

Among the records above, which one has the lowest E_HOMO? C23H55BCl2NO10P2